# 1
C9H12N16ReS | wB97M-V/def2-TZVPD

As for the spin multiplicity: 4. Its maximum force is 0.2 eV/Å. The calculation puts the highest occupied orbital energy (alpha / beta) at -15.03 / -15.01 eV. Its energy relative to the best compared isomer or geometry (same formula, charge and spin) is 79.5 kJ/mol. As for the net charge: +2. As for the HOMO-LUMO gap (alpha / beta): 6.84 / 4.99 eV.

CARTESIAN COORDINATES (ANGSTROEM)
Re -0.267 0.444 0.064
N -0.547 -3.111 0.035
C -0.911 -2.478 -1.068
N -1.288 -3.100 -2.214
N -1.589 -2.159 -3.034
N -1.390 -0.946 -2.465
N -0.980 -1.124 -1.230
C -0.212 -2.480 1.217
N -0.067 -3.112 2.352
N 0.174 -2.140 3.249
N 0.187 -0.987 2.688
N -0.045 -1.152 1.353
H -0.566 -4.131 0.033
C -3.540 1.667 3.955
C -2.123 2.006 3.698
N -1.305 2.598 4.503
N -0.112 2.669 3.841
C -0.160 2.130 2.638
S 1.003 1.915 1.405
N -1.434 1.716 2.519
N -1.863 1.040 1.351
H -3.808 2.046 4.938
H -3.691 0.585 3.955
H -4.201 2.123 3.216
H 0.690 3.083 4.298
H -2.363 0.200 1.651
H -2.528 1.641 0.857
N 1.643 3.968 -3.606
C 0.572 3.356 -3.091
C 0.664 2.491 -1.978
N -0.424 1.872 -1.515
C -1.610 2.099 -2.108
C -1.678 2.986 -3.171
N -0.618 3.602 -3.654
H 2.574 3.818 -3.260
H 1.515 4.572 -4.402
H 1.603 2.326 -1.467
H -2.474 1.548 -1.766
H -2.629 3.195 -3.647

Cartesian forces, eV/Å:
Re -0.0618 0.0743 -0.1665
N 0.0062 -0.0507 -0.0165
C 0.0259 0.0574 -0.0180
N -0.0992 -0.0441 0.0345
N 0.1239 0.0244 -0.0488
N -0.1177 0.0301 -0.0016
N 0.1123 -0.0734 0.0349
C 0.0430 0.0540 0.0342
N -0.0037 -0.0369 -0.0350
N -0.0286 0.0502 0.0247
N 0.0659 -0.0264 0.0108
N -0.1252 -0.0750 0.0560
H 0.0039 0.0012 0.0140
C -0.0022 -0.0022 0.0050
C 0.0117 -0.0034 -0.0414
N 0.0286 0.0190 0.0245
N -0.0513 -0.0295 -0.0298
C 0.0194 0.0371 0.0647
S 0.0583 -0.0188 -0.0429
N -0.0671 -0.0103 0.0327
N 0.0951 0.0157 0.0513
H -0.0005 -0.0008 0.0005
H -0.0005 0.0006 -0.0006
H 0.0015 0.0029 -0.0005
H -0.0018 0.0002 0.0077
H -0.0198 0.0010 -0.0092
H -0.0243 -0.0154 0.0082
N 0.0048 0.0003 -0.0007
C -0.0103 -0.0053 0.0047
C -0.0095 -0.0008 -0.0003
N 0.0324 0.0365 0.0054
C -0.0155 0.0052 -0.0155
C 0.0006 -0.0192 0.0179
N 0.0156 0.0071 -0.0132
H 0.0002 0.0021 0.0020
H -0.0015 0.0011 0.0010
H -0.0019 -0.0007 -0.0005
H -0.0034 -0.0026 0.0010
H -0.0036 -0.0048 0.0053

***

# 2
C9H12N2 | wB97M-V/def2-TZVPD

Its maximum force is 3.0 eV/Å. The calculation puts the highest occupied orbital energy (alpha / beta) at -16.54 / -16.55 eV. Its energy relative to the best compared isomer or geometry (same formula, charge and spin) is 226.7 kJ/mol. As for the net charge: +2. As for the HOMO-LUMO gap (alpha / beta): 5.42 / 5.44 eV.

CARTESIAN COORDINATES (ANGSTROEM)
C 3.268 0.678 -0.241
C 2.337 0.232 -1.192
C 2.862 0.534 1.103
C 1.256 -0.521 -0.960
C 1.725 -0.164 1.471
C 0.861 -0.640 0.454
C -1.709 1.827 -0.039
C -0.175 -1.345 0.853
C -3.079 0.051 -0.932
N -1.105 -2.191 0.989
N -2.033 0.629 -0.211
H 4.136 1.218 -0.598
H 2.362 0.759 -2.136
H 3.449 0.687 1.999
H 0.705 -1.011 -1.711
H 1.543 -0.116 2.544
H -2.276 2.666 -0.550
H -0.814 2.099 0.464
H -3.974 0.210 -0.306
H -3.004 -1.060 -0.933
H -3.301 0.438 -1.994
H -0.964 -3.197 1.108
H -2.071 -1.783 0.818

Cartesian forces, eV/Å:
C -1.5487 0.2089 1.3523
C 0.2791 1.6123 -1.6229
C 0.7958 -1.6611 0.8559
C -0.4515 -0.0809 2.2643
C 1.0966 2.3412 0.1447
C 0.6352 -1.1734 0.1381
C -1.8027 0.9045 -2.2046
C -1.7159 -1.5094 -1.4837
C -2.5251 -0.1626 -0.8889
N -0.2563 2.4068 -0.4658
N 2.6466 -0.7823 1.2763
H 0.1642 -0.0550 0.3657
H 0.6914 -0.9377 -0.7722
H 0.6764 0.9337 -0.4933
H -0.8905 -0.0604 -0.8854
H -0.5679 -0.6748 -0.3231
H 0.5579 -0.7534 0.6447
H 0.6390 0.1038 0.8477
H -0.1668 0.0766 -0.5255
H 0.2437 0.5520 -0.4888
H 0.5550 -0.4937 1.5860
H 0.0805 -0.0692 0.1495
H 0.8639 -0.7262 0.5288